Entry 1:
# C33H38IrN4P2

A molecular structure, C33H38IrN4P2 (ωB97M-V/def2-TZVPD, the OMol25 dataset).

The geometry in XYZ format:
```
78
Properties=species:S:1:pos:R:3:forces:R:3
Ir -0.044140 0.115018 -1.240212 0.47 -0.30 0.63
N 0.151220 0.839516 -3.303827 -0.19 0.13 0.01
C -0.870194 0.106866 -4.111591 0.12 -0.06 0.05
C -0.774863 -1.349351 -3.718809 -0.02 0.07 0.08
N -1.073154 -1.407452 -2.245678 -0.02 0.12 -0.27
H 0.080519 1.841389 -3.465794 -0.06 0.01 -0.02
H 1.073317 0.569488 -3.640196 0.01 0.07 -0.05
H -0.725172 0.257494 -5.180674 0.07 -0.05 0.00
H -1.853318 0.501177 -3.847238 -0.01 0.01 -0.08
H 0.231104 -1.741868 -3.868599 0.00 0.01 -0.02
H -1.474611 -1.974839 -4.271863 -0.04 0.02 0.01
H -0.882197 -2.343726 -1.885883 0.08 0.00 -0.05
H -2.077907 -1.264796 -2.140181 0.00 -0.07 0.04
C 2.181527 -0.971256 2.394823 0.03 -0.18 -0.12
N 1.451083 -0.689868 1.143275 0.16 -0.19 0.17
P -0.003438 -1.324299 0.599993 0.21 0.78 0.58
C -1.442794 -1.048389 1.740099 0.09 -0.12 -0.02
C -2.473318 -0.218861 1.102928 -0.11 -0.41 -0.15
C -3.644445 0.309204 1.932158 0.01 0.06 0.04
C -3.588476 -0.053927 3.348694 0.08 -0.01 0.03
C -2.663426 -0.971561 3.834083 -0.05 0.05 0.00
C -1.607383 -1.485782 3.033302 0.07 0.15 0.00
C 0.214252 -3.083978 0.523412 -0.43 -0.10 -0.44
C -0.910318 -3.926087 0.529452 0.02 0.00 0.09
C -0.744127 -5.297211 0.435863 0.01 -0.01 -0.07
C 0.536231 -5.829384 0.322939 -0.01 -0.01 -0.01
C 1.651815 -4.997870 0.307605 0.01 -0.01 -0.06
C 1.499324 -3.623669 0.379571 -0.06 -0.01 0.05
P 2.029836 -0.039920 -0.320336 0.20 0.50 0.24
C 3.788862 -0.053093 -0.418082 -0.01 -0.24 -0.41
C 4.417202 -0.669727 -1.506666 0.00 -0.16 0.08
C 5.790822 -0.558582 -1.651006 0.00 -0.03 0.02
C 6.525187 0.159251 -0.716524 -0.02 0.00 0.02
C 5.900007 0.756974 0.377707 0.03 0.02 -0.01
C 4.529706 0.674548 0.526640 0.01 0.03 -0.01
C 1.462772 1.691889 -0.239782 -0.52 0.04 0.00
C 1.631468 2.555878 -1.347487 0.43 0.09 0.00
C 1.408169 3.915853 -1.240987 0.00 -0.06 -0.02
C 1.055316 4.451496 -0.008364 0.01 0.00 0.11
C 0.945859 3.634741 1.125429 0.04 0.09 -0.06
C 1.139511 2.279983 1.013223 -0.10 -0.15 -0.03
H 1.697725 -1.798816 2.912571 0.03 -0.01 0.00
H 2.191665 -0.095427 3.041564 0.00 0.01 0.00
H 3.206044 -1.269371 2.175037 0.01 0.02 0.01
H -2.806842 -0.686566 0.170487 -0.05 0.00 0.01
H -4.639034 0.054021 1.548428 -0.01 0.02 0.02
H -4.320737 0.363422 4.033899 -0.01 -0.02 -0.01
H -2.730903 -1.278852 4.871590 0.02 -0.02 -0.01
H -0.906201 -2.182190 3.480411 0.00 0.03 0.04
H -1.914221 -3.523528 0.628670 0.01 0.01 0.03
H -1.604872 -5.952155 0.450091 0.00 0.00 0.00
H 0.665093 -6.900354 0.234214 0.01 0.00 0.07
H 2.642810 -5.425727 0.235787 0.00 0.00 -0.04
H 2.376152 -2.988885 0.339876 0.01 0.00 0.05
H 3.844024 -1.248651 -2.222027 -0.01 0.04 -0.02
H 6.288751 -1.037710 -2.482815 -0.01 0.03 -0.02
H 7.594955 0.264990 -0.840791 0.01 -0.05 0.03
H 6.488687 1.299211 1.105396 -0.01 0.03 -0.01
H 4.051244 1.184887 1.355026 -0.02 -0.02 -0.01
H 2.052559 2.166103 -2.265708 -0.07 -0.03 -0.06
H 1.555278 4.564889 -2.094184 0.00 0.00 0.00
H 0.911633 5.520633 0.091738 -0.01 0.00 -0.02
H 0.742731 4.083471 2.089065 0.00 -0.01 0.01
H 1.092087 1.654943 1.897081 -0.05 0.01 -0.02
C -5.426434 3.070453 1.136346 0.02 -0.01 -0.04
C -4.183728 2.491736 0.549680 -0.07 -0.09 0.00
C -3.229504 1.797326 1.471210 0.02 0.03 0.01
C -1.979477 1.209709 0.786140 0.18 0.21 -0.04
N -1.742436 1.379598 -0.637404 -0.46 -0.35 -0.41
C -2.641523 2.029210 -1.299355 0.01 0.02 0.04
C -3.850370 2.605323 -0.750723 0.08 0.06 0.00
H -5.659777 2.646947 2.112600 -0.02 -0.02 -0.01
H -6.279841 2.939610 0.471836 0.00 0.01 0.00
H -5.292799 4.148339 1.272621 0.01 0.00 0.03
H -3.002033 2.439201 2.323164 -0.01 0.03 -0.02
H -1.062998 1.459604 1.314880 -0.07 0.00 0.03
H -2.480869 2.135094 -2.368770 -0.04 0.00 0.00
H -4.488661 3.144241 -1.439050 -0.02 -0.02 0.00
```
Positions in Å, forces in eV/Å.

- Molar mass: 744.9 g mol⁻¹
- Multiplicity: 2
- Highest occupied orbital energy (spin up / spin down): -19.31 / -19.31 eV
- F_max: 1.0 eV/Å
- LUMO (spin up / spin down): -12.32 / -14.52 eV
- Energy: -2284.89066 a.u.
- Relative energy (zero: lowest compared OMol25 entry of this formula, charge and spin): 52.10 kcal/mol
- Kohn-Sham gap (spin up / spin down): 7.0 / 4.8 eV
- Net charge: +4



Entry 2:
# C33H38N4O11

A molecular structure, C33H38N4O11 at a distorted geometry (ωB97M-V/def2-TZVPD, the OMol25 dataset).

The geometry in XYZ format:
```
86
Properties=species:S:1:pos:R:3:forces:R:3
C -1.900029 -3.936757 -2.148722 0.41 -0.44 0.41
C -3.258279 -4.158207 -2.065072 -0.05 0.72 0.48
C -3.943239 -3.463407 -1.098602 -2.24 -0.16 1.14
C -3.380779 -2.622757 -0.154922 2.14 -0.62 -0.19
C -1.997349 -2.468847 -0.204182 0.36 -0.39 -0.66
C -1.244179 -3.145687 -1.193992 -2.96 0.95 -0.13
N -4.134709 -2.134867 1.021288 1.05 0.67 -1.15
O -3.593469 -1.504927 1.895128 1.11 -0.75 0.82
O -5.297109 -2.304337 1.013658 -3.44 -1.04 -0.37
H -1.397949 -4.534187 -2.895302 0.65 0.20 0.00
H -3.788819 -4.896877 -2.647552 0.09 0.15 -0.28
H -4.992889 -3.662597 -0.940622 -0.23 -0.04 -0.21
H -1.449639 -1.852087 0.492968 -0.29 -0.32 0.16
H -0.165829 -3.149427 -1.134422 -2.25 1.17 -0.43
C 0.128881 -0.314607 1.794078 1.13 0.02 -3.28
C 0.579151 -0.148767 0.430578 -5.37 -1.00 1.16
C -0.445419 0.243383 -0.494662 3.35 -1.03 -0.21
C -1.725839 0.473663 -0.117862 -1.35 -0.49 -1.03
C -2.109099 0.295623 1.158388 -0.64 -0.71 1.56
C -1.174259 -0.169957 2.081558 -1.71 1.13 0.86
N -2.763839 0.785423 -1.111662 -2.05 -0.34 0.18
O -3.948809 0.740963 -0.721622 2.32 0.31 -0.90
O -2.456669 1.007763 -2.304222 -4.09 -1.28 3.82
H 0.900241 -0.534037 2.517448 -1.56 0.67 -0.68
H 1.635091 -0.349557 0.325428 -2.85 -0.54 -0.68
H -0.173199 0.378733 -1.530992 -0.88 0.04 1.14
H -3.150999 0.344173 1.438548 0.33 0.71 -0.02
H -1.476789 -0.153307 3.118188 -0.21 -0.48 0.17
C -1.955669 4.522073 2.126478 -0.91 0.00 0.67
C -1.596659 3.236753 1.792208 -0.45 0.38 -1.16
C -1.008009 3.041863 0.543148 0.17 -0.92 1.71
C -0.734959 4.095423 -0.252532 -0.50 -2.05 -1.57
C -1.133029 5.344263 0.047458 -0.05 2.58 -0.01
C -1.766859 5.573223 1.238238 0.87 0.14 0.32
N -0.106369 3.794563 -1.527752 2.96 1.78 -1.29
O 0.305751 2.684863 -1.854412 0.01 2.48 5.07
O 0.236651 4.770333 -2.207262 -0.92 -0.27 0.32
H -2.451899 4.733293 3.062178 0.06 -0.06 0.22
H -1.742819 2.321163 2.346038 -0.33 0.73 0.49
H -0.687049 2.027023 0.360228 0.29 1.28 -0.31
H -0.876899 6.210973 -0.543822 -0.03 -0.26 -0.40
H -1.890749 6.612273 1.505478 -0.55 -0.07 0.24
C 1.379041 -2.127517 3.475618 -2.09 -2.33 2.85
C 2.389371 -1.591577 2.823408 4.09 -1.65 -0.90
C 2.599831 -1.959757 1.527968 0.21 -1.47 -2.56
C 1.659881 -2.737227 0.813188 -0.60 0.31 1.18
C 0.498691 -3.211057 1.495618 1.61 0.86 -0.50
C 0.411331 -2.894037 2.856548 -0.28 -0.92 -0.80
N 1.876921 -3.040727 -0.666522 1.65 -2.35 2.35
O 3.003511 -2.816607 -1.129262 -2.64 -0.26 0.04
O 1.015671 -3.796027 -1.130682 4.85 -0.18 -0.33
H 1.383711 -2.026617 4.550888 -0.50 0.18 0.19
H 3.171811 -1.055457 3.339898 -0.01 -1.16 0.04
H 3.513871 -1.731377 0.999978 -0.03 0.17 0.19
H -0.290149 -3.716477 0.958338 0.20 -0.25 0.27
H -0.438409 -3.280507 3.399658 0.01 0.05 0.17
C 4.629781 -0.555817 -0.713982 -0.71 1.12 -0.86
C 3.208441 0.112073 -0.668322 3.09 -0.20 -1.66
O 2.717791 0.515243 0.364698 4.60 1.11 0.94
C 2.323821 0.115853 -1.823792 4.00 2.02 1.64
H 5.238041 -0.145407 -1.520012 -0.19 0.80 -0.13
H 4.549031 -1.563207 -1.122362 0.11 -0.06 1.03
H 5.194531 -0.349807 0.195258 -0.19 -0.65 0.15
H 1.306161 0.405683 -1.562142 2.88 0.81 1.98
H 2.303951 -0.810057 -2.398572 1.89 -0.52 1.38
H 2.471771 0.756593 -2.693092 1.11 0.82 0.53
C -0.723889 -0.915377 -4.508702 0.59 -1.65 -0.31
C -0.010519 -0.021807 -3.504792 -2.40 1.04 -3.12
O 0.827211 -0.413477 -2.724372 -8.03 -4.30 -6.49
C -0.459839 1.394203 -3.528852 1.94 -0.91 -2.99
H -0.181199 -1.858957 -4.565522 0.47 -0.03 -0.21
H -0.818929 -0.517597 -5.519072 0.25 0.39 0.17
H -1.710609 -1.323857 -4.290472 -0.33 0.76 0.77
H -1.384989 1.355173 -2.953802 2.04 0.80 -0.46
H -0.801279 1.789393 -4.485592 0.24 -0.48 -0.47
H 0.297461 2.042973 -3.088762 -0.62 -1.05 -2.20
C 2.215931 2.776013 1.509678 -0.04 -0.61 -0.24
C 1.522431 1.824153 2.502418 -1.56 2.26 0.52
O 0.291991 1.816493 2.535508 2.63 0.68 0.89
C 2.273391 0.939343 3.459868 1.07 0.71 0.02
H 3.144621 3.212223 1.877558 -0.14 0.05 0.03
H 1.561481 3.477533 0.992328 -0.35 0.50 1.17
H 2.428341 2.187123 0.617378 0.45 0.19 0.57
H 2.875501 0.256503 2.860448 -0.18 1.52 -0.05
H 1.684971 0.334113 4.149458 -0.58 0.33 -0.42
H 2.983881 1.417063 4.134478 0.13 0.73 -0.33
```
Positions in Å, forces in eV/Å.

- Molar mass: 666.7 g mol⁻¹
- Highest occupied orbital energy: -8.33 eV
- F_max: 11.2 eV/Å
- LUMO: -1.42 eV
- Energy: -2325.93136 a.u.
- Relative energy (zero: lowest compared OMol25 entry of this formula, charge and spin): 386.45 kcal/mol
- Kohn-Sham gap: 6.9 eV